*P*
The following is a quantum chemistry calculation of C5H6S2 in the gas phase, from the OMol25 dataset.

Each line ends with the Löwdin charge.
Element x y z (Å)
S  1.388  2.299  0.628  0.724
C  0.720  0.664  0.657  -0.614
C  -0.494  0.499  -0.243  -0.351
C  -1.539  -0.466  0.057  -0.116
C  -1.143  -1.755  -0.109  -0.369
S  0.572  -1.958  -0.480  0.913
C  0.750  -0.153  -0.615  -0.533
H  2.823  2.144  0.669  -0.084
H  0.850  0.188  1.580  0.084
H  -0.723  1.281  -0.946  0.135
H  -2.482  -0.299  0.375  0.068
H  -1.808  -2.515  0.043  0.035
H  1.085  0.071  -1.616  0.107

Summary:
HOMO-LUMO gap (eV): 8.9465
Net charge: 0
SMILES: S[C@H]1[C@@H]2C=CS[C@H]12
Highest occupied orbital energy (Ha): -0.300

*Q*
The following is a quantum chemistry calculation of a molecular structure, C5H6S2, from the OMol25 dataset.

Each line ends with the Löwdin charge.
Element x y z (Å)
C  1.117  0.482  -0.017  -0.262
C  0.415  -0.338  -1.074  -0.467
C  0.373  -0.369  1.019  -0.493
C  -1.073  0.012  0.706  -0.630
C  -1.044  0.074  -0.760  -0.544
H  0.829  1.546  0.068  0.125
H  2.173  0.363  0.134  0.096
H  0.831  -0.332  -2.057  0.098
H  0.695  -0.323  2.027  0.097
H  -1.468  0.813  1.278  0.102
H  -1.402  0.971  -1.259  0.117
S  0.798  -1.836  -0.029  0.880
S  -2.244  -1.063  -0.035  0.882

Summary:
HOMO-LUMO gap (eV): 9.2561
Net charge: 0
Highest occupied orbital energy (Ha): -0.312

The data favor *Q*; the next most stable structure lies 0.0072 hartree above it.

*P*
The following is a quantum chemistry calculation of C4H8S2 in the gas phase, from the OMol25 dataset.

Each line ends with the Löwdin charge.
Element x y z (Å)
C  1.218  0.815  -0.716  -0.095
C  0.032  -0.079  -0.234  -0.509
C  0.457  -0.868  1.028  -0.073
C  -1.339  0.627  -0.012  -1.156
S  -1.386  2.218  0.376  0.658
S  -2.765  -0.379  -0.177  0.787
H  1.509  1.517  -0.015  0.034
H  0.935  1.343  -1.635  0.081
H  2.038  0.141  -0.944  0.077
H  -0.144  -0.837  -1.029  0.111
H  -0.337  -1.614  1.196  0.075
H  0.435  -0.206  1.884  0.081
H  1.427  -1.275  0.924  0.063
H  -2.080  -1.404  -0.646  -0.136

Summary:
HOMO-LUMO gap (eV): 8.5614
Net charge: 0
SMILES: CC(C)C(=S)S
Highest occupied orbital energy (Ha): -0.320

*Q*
The following is a quantum chemistry calculation of C4H8S2 in the gas phase, from the OMol25 dataset.

Each line ends with the Löwdin charge.
Element x y z (Å)
C  -1.628  -0.436  0.060  0.032
C  -0.313  -0.368  0.195  -0.490
C  0.734  -1.327  -0.221  -0.488
S  1.230  -1.241  -2.040  0.684
C  0.273  0.824  0.871  -0.515
S  -0.692  2.408  0.988  0.729
H  -2.105  -1.272  -0.458  0.076
H  -2.237  0.425  0.336  0.029
H  1.617  -1.120  0.365  0.060
H  0.390  -2.349  -0.001  0.085
H  1.250  0.086  -2.063  -0.171
H  0.628  0.498  1.848  0.086
H  1.136  1.140  0.311  0.055
H  -0.282  2.732  -0.190  -0.173

Summary:
HOMO-LUMO gap (eV): 9.8437
Net charge: 0
SMILES: C=C(CS)CS
Highest occupied orbital energy (Ha): -0.338

The data favor *P*; the next most stable structure lies 0.0223 hartree above it.

*P*
The following is a quantum chemistry calculation of 14 unconnected molecules or ions with the total composition H28O14, from the OMol25 dataset.

Each line ends with the Löwdin charge.
Element x y z (Å)
H  0.142  0.038  0.971  -0.042
H  -1.111  0.642  0.331  0.029
H  1.600  4.399  -2.062  -0.020
H  0.577  5.214  -1.373  0.065
H  1.818  -3.435  -0.672  0.040
H  3.197  -3.438  -0.135  0.105
H  -1.434  -3.187  -0.925  0.086
H  -0.804  -1.816  -1.052  -0.017
H  0.249  -0.702  -2.428  0.053
H  -0.032  -2.305  -2.563  -0.044
H  -0.358  -1.179  2.348  -0.020
H  0.024  -1.275  3.800  0.123
H  1.425  2.192  3.185  0.031
H  0.377  3.232  3.517  0.047
H  2.958  -1.783  3.857  0.067
H  2.613  -1.638  2.533  -0.001
H  2.710  1.670  -2.027  0.020
H  4.089  0.964  -2.240  0.023
H  -3.738  1.205  -1.494  0.081
H  -2.368  1.178  -1.794  0.007
H  0.003  1.829  -2.362  0.046
H  0.602  2.680  -1.196  0.017
H  -4.209  -2.431  -0.106  0.094
H  -4.114  -0.968  -0.551  -0.040
H  -3.388  0.740  2.290  0.021
H  -2.843  1.488  1.140  0.014
H  1.073  -1.992  -1.390  0.021
H  0.882  -1.599  -0.002  0.005
O  -0.155  0.752  0.493  -0.027
O  1.119  4.434  -1.327  0.030
O  2.408  -2.813  -0.262  -0.068
O  -1.298  -2.430  -1.521  -0.026
O  0.193  -1.515  -2.992  -0.083
O  0.346  -1.515  2.848  -0.081
O  0.741  2.377  3.842  -0.081
O  2.565  -1.071  3.286  -0.079
O  3.143  0.840  -2.322  -0.061
O  -2.885  1.061  -1.040  -0.026
O  0.346  1.771  -1.466  -0.077
O  -3.967  -1.475  0.202  -0.079
O  -3.668  1.092  1.461  -0.057
O  1.171  -1.232  -0.801  -0.097

Summary:
HOMO-LUMO gap (eV): 9.7825
Net charge: 0
Highest occupied orbital energy (Ha): -0.356

*Q*
The following is a quantum chemistry calculation of 14 unconnected molecules or ions with the total composition H28O14, from the OMol25 dataset.

Each line ends with the Löwdin charge.
Element x y z (Å)
H  1.118  0.196  -0.254  0.012
H  0.191  -0.978  0.036  -0.066
H  0.683  5.134  -0.191  0.040
H  0.260  4.482  0.981  0.026
H  1.887  3.148  1.061  -0.032
H  1.833  1.637  1.323  0.037
H  -1.116  -2.662  1.539  -0.024
H  -0.555  -3.934  1.205  0.053
H  -4.040  3.070  -0.992  0.032
H  -2.858  2.383  -1.386  0.097
H  2.493  -1.649  3.704  0.001
H  3.558  -0.861  4.282  0.023
H  1.351  -2.329  -1.455  0.046
H  -0.157  -2.712  -0.985  0.107
H  3.978  -1.175  -1.262  0.061
H  3.777  -0.509  -2.500  -0.009
H  0.816  0.904  -2.324  0.037
H  1.996  -0.045  -2.410  0.017
H  -2.577  1.919  0.986  0.010
H  -4.033  2.277  1.104  0.060
H  5.123  0.077  0.467  0.010
H  4.837  -1.277  0.164  0.031
H  -2.544  -3.152  -0.481  -0.013
H  -3.894  -3.622  0.181  0.090
H  -1.819  -0.320  -2.280  0.015
H  -2.650  -0.965  -3.517  0.099
H  -3.380  0.031  0.593  0.044
H  -4.596  0.937  0.272  0.074
O  0.252  -0.050  0.122  -0.065
O  0.870  4.360  0.303  -0.025
O  1.371  2.487  1.426  -0.054
O  -1.319  -3.535  1.664  -0.040
O  -3.308  2.706  -0.570  -0.038
O  2.826  -0.784  3.688  -0.020
O  0.744  -2.313  -0.724  -0.055
O  3.972  -0.269  -1.651  -0.024
O  1.771  0.881  -2.211  -0.059
O  -3.300  1.782  1.579  -0.142
O  5.585  -0.656  0.140  -0.037
O  -2.892  -3.654  0.223  -0.078
O  -1.959  -1.146  -2.772  -0.102
O  -4.290  0.189  0.924  -0.138

Summary:
HOMO-LUMO gap (eV): 7.3321
Net charge: 0
Highest occupied orbital energy (Ha): -0.293

The data favor *P*; the next most stable structure lies 0.0559 hartree above it.

*P*
The following is a quantum chemistry calculation of a molecular structure, H28O14, from the OMol25 dataset.

Each line ends with the Löwdin charge.
Element x y z (Å)
O  -9.439  -9.635  44.551  -0.004
H  -10.333  -9.190  44.762  0.107
H  -8.903  -9.125  44.973  -0.146
O  -6.043  -7.592  40.408  -0.019
H  -5.553  -8.029  41.051  -0.056
H  -6.795  -7.337  40.947  -0.003
O  -6.935  -12.721  43.683  -0.014
H  -6.334  -12.142  43.999  -0.152
H  -7.753  -12.740  44.144  0.023
O  -4.378  -8.837  46.563  -0.009
H  -5.208  -9.186  46.480  -0.063
H  -4.510  -7.881  46.523  0.024
O  -7.050  -10.109  47.359  -0.023
H  -7.212  -9.357  46.672  0.032
H  -7.827  -10.339  47.696  -0.039
O  -7.564  -6.658  42.562  0.045
H  -8.245  -7.220  42.382  0.068
H  -7.667  -5.780  42.190  0.122
O  -2.478  -8.548  44.403  0.020
H  -2.232  -9.391  44.318  -0.021
H  -3.145  -8.726  45.045  -0.005
O  -4.093  -7.864  42.175  -0.066
H  -3.328  -7.980  42.692  -0.002
H  -4.458  -6.962  42.313  0.027
O  -5.562  -5.772  42.987  -0.070
H  -5.349  -4.971  42.425  0.121
H  -6.450  -6.123  42.949  -0.112
O  -6.416  -8.674  44.653  0.002
H  -5.886  -9.383  44.694  -0.051
H  -6.511  -8.599  43.679  0.092
O  -8.218  -7.660  46.470  -0.188
H  -7.686  -7.386  47.414  0.173
H  -7.457  -7.929  45.810  0.018
O  -4.359  -6.180  45.576  -0.045
H  -3.670  -5.748  45.018  0.080
H  -5.042  -6.341  44.954  -0.021
O  -5.353  -11.280  44.668  -0.060
H  -5.031  -11.263  43.703  0.062
H  -4.707  -11.804  45.159  0.098
O  -4.660  -10.643  42.133  0.075
H  -4.038  -11.052  41.712  -0.022
H  -4.463  -9.731  42.104  0.001

Summary:
HOMO-LUMO gap (eV): 9.8611
Net charge: 0
Highest occupied orbital energy (Ha): -0.376

*Q*
The following is a quantum chemistry calculation of 14 unconnected molecules or ions with the total composition H28O14, from the OMol25 dataset.

Each line ends with the Löwdin charge.
Element x y z (Å)
H  0.049  -0.649  -0.797  0.071
H  -0.245  0.094  0.575  0.060
H  -1.311  -2.863  -1.240  0.059
H  -2.755  -2.673  -1.157  -0.026
H  -2.694  3.294  -0.548  0.021
H  -1.632  4.379  -0.376  -0.016
H  3.092  3.148  -1.802  0.017
H  4.086  2.211  -1.773  -0.013
H  -3.723  0.463  -0.364  0.035
H  -4.683  1.344  0.177  -0.008
H  2.081  -1.762  -1.095  0.008
H  1.648  -0.294  -1.301  0.012
H  -0.218  1.768  -1.668  0.051
H  1.147  1.955  -2.076  -0.003
H  -4.415  -1.610  0.454  0.040
H  -5.177  -0.972  1.638  0.029
H  1.782  -0.542  0.789  -0.021
H  3.175  -0.928  1.436  0.065
H  1.118  -2.574  1.721  -0.023
H  -0.317  -2.211  1.919  0.099
H  -2.103  2.323  3.115  0.038
H  -1.334  2.521  1.698  0.077
H  5.499  1.062  2.303  0.077
H  3.937  1.186  2.059  0.029
H  0.664  -1.799  -2.487  0.065
H  -0.404  -0.905  -2.813  -0.006
H  0.757  -3.763  -0.715  0.060
H  1.197  -3.918  0.767  0.031
O  0.383  0.025  -0.120  -0.089
O  -2.112  -2.627  -1.792  -0.055
O  -2.382  4.168  -0.859  -0.039
O  3.602  2.674  -1.167  0.006
O  -3.814  1.142  0.303  -0.010
O  2.429  -0.884  -1.226  -0.046
O  0.610  2.186  -1.346  -0.050
O  -4.374  -1.450  1.430  -0.066
O  2.207  -0.742  1.624  -0.113
O  0.570  -1.873  1.628  -0.125
O  -2.170  2.164  2.161  -0.098
O  4.672  0.569  1.990  -0.096
O  -0.315  -1.762  -2.585  -0.030
O  0.793  -3.376  0.153  -0.019

Summary:
HOMO-LUMO gap (eV): 8.5732
Net charge: 0
Highest occupied orbital energy (Ha): -0.321

The data favor *P*; the next most stable structure lies 0.1023 hartree above it.